1.
DFT (ωB97M-V/def2-TZVPD) results for 2 unconnected molecules or ions with the total composition C6H16N2.

Computed properties:
- Energy: -9461.2527 eV
- Energy relative to the best compared isomer or geometry (same formula, charge and spin): 79.3 kJ/mol
- Gap between HOMO and LUMO: 10.03 eV
- SMILES: [H]/N=C(/C)[C@@H](C)N.CC
- Largest force on an atom: 0.0397 hartree/bohr

Positions of all 24 atoms, in Å:
H  -0.979  1.137  1.879
N  -0.151  1.473  1.390
C  -0.017  1.052  0.209
C  1.104  1.599  -0.615
C  -1.163  0.301  -0.581
C  -2.229  1.331  -0.982
N  -0.634  -0.445  -1.702
H  1.788  2.153  0.022
H  1.634  0.770  -1.080
H  0.732  2.253  -1.402
H  -1.610  -0.417  0.119
H  -3.080  0.834  -1.448
H  -1.813  2.050  -1.688
H  -2.581  1.880  -0.112
H  -0.320  0.173  -2.442
H  -1.283  -1.160  -2.010
C  1.550  -1.943  0.580
C  1.107  -1.824  2.030
H  1.554  -2.985  0.262
H  2.560  -1.561  0.454
H  0.856  -1.308  -0.059
H  0.115  -2.254  2.160
H  1.062  -0.775  2.318
H  1.799  -2.337  2.696

2.
DFT (ωB97M-V/def2-TZVPD) results for a molecular structure, C2H2O2Tl.

Computed properties:
- Energy: -10877.1348 eV
- Energy relative to the best compared isomer or geometry (same formula, charge and spin): 157.6 kJ/mol
- Gap between HOMO and LUMO (alpha / beta): 7.55 / 7.55 eV
- Charge: +1
- Largest force on an atom: 0.1165 hartree/bohr

Positions of all 7 atoms, in Å:
H  -0.758  -1.197  0.896
C  -0.655  -0.630  -0.031
C  -1.089  0.489  -0.468
H  -1.896  1.137  -0.132
O  1.275  -0.996  -0.139
O  2.078  0.055  0.512
Tl  1.045  1.143  -0.637

3.
DFT (ωB97M-V/def2-TZVPD) results for a molecular structure, C38H32AsClNO9Ti.

Computed properties:
- Energy: -156312.3691 eV
- Energy relative to the best compared isomer or geometry (same formula, charge and spin): 0.0 kJ/mol
- Gap between HOMO and LUMO: 7.76 eV
- Charge: +1
- Largest force on an atom: 0.0167 hartree/bohr

Positions of all 83 atoms, in Å:
Ti  -0.580  1.022  -0.335
O  1.562  3.483  -1.604
Cl  1.273  3.553  -0.211
O  2.401  3.890  0.573
O  0.937  2.100  0.198
O  0.135  4.346  0.073
O  -3.223  2.836  -2.596
C  -2.636  1.987  -2.002
O  -1.346  2.020  -1.647
C  -3.265  0.691  -1.558
C  -4.585  0.388  -1.900
C  -5.104  -0.800  -1.476
C  -4.297  -1.688  -0.737
C  -4.773  -2.946  -0.297
C  -3.959  -3.794  0.393
C  -2.625  -3.421  0.671
C  -2.138  -2.212  0.268
C  -2.964  -1.310  -0.439
N  -2.476  -0.098  -0.849
H  -5.145  1.108  -2.479
H  -6.125  -1.073  -1.709
H  -5.796  -3.222  -0.523
H  -4.329  -4.753  0.726
H  -1.986  -4.105  1.212
H  -1.126  -1.912  0.489
C  -1.415  1.771  7.675
C  -1.348  1.535  6.196
C  -0.374  0.717  5.640
C  -0.288  0.496  4.276
C  0.825  -0.393  3.781
C  -1.220  1.137  3.428
C  -2.219  1.982  3.971
C  -3.258  2.701  3.151
C  -2.260  2.150  5.344
C  -1.140  0.945  1.991
O  -0.455  0.016  1.418
O  -1.714  1.727  1.146
H  -0.770  1.085  8.220
H  -2.436  1.655  8.039
H  -1.101  2.790  7.909
H  0.346  0.236  6.292
H  1.460  -0.681  4.616
H  1.436  0.120  3.038
H  0.435  -1.295  3.311
H  -3.779  2.029  2.471
H  -2.803  3.482  2.543
H  -3.990  3.160  3.813
H  -3.030  2.785  5.765
O  0.434  -0.237  -1.226
As  1.856  -0.578  -2.104
C  3.263  0.540  -1.496
C  3.920  1.400  -2.367
C  4.940  2.198  -1.872
C  5.283  2.131  -0.530
C  4.625  1.261  0.331
C  3.611  0.453  -0.150
C  2.282  -2.391  -1.745
C  3.298  -3.006  -2.472
C  3.650  -4.310  -2.163
C  3.001  -4.979  -1.132
C  2.003  -4.351  -0.402
C  1.637  -3.048  -0.705
C  1.422  -0.239  -3.920
C  1.371  -1.250  -4.871
C  0.971  -0.933  -6.161
C  0.617  0.371  -6.479
C  0.656  1.372  -5.517
C  1.061  1.074  -4.226
H  3.637  1.453  -3.410
H  5.459  2.880  -2.531
H  6.069  2.769  -0.147
H  4.899  1.223  1.376
H  3.084  -0.226  0.511
H  3.815  -2.473  -3.261
H  4.433  -4.802  -2.723
H  3.283  -5.996  -0.896
H  1.511  -4.877  0.406
H  0.863  -2.539  -0.146
H  1.626  -2.269  -4.611
H  0.928  -1.707  -6.915
H  0.302  0.608  -7.487
H  0.370  2.385  -5.768
H  1.087  1.852  -3.470

4.
DFT (ωB97M-V/def2-TZVPD) results for a molecular structure, C18H25F12O9Zr.

Computed properties:
- Energy: -71343.6698 eV
- Energy relative to the best compared isomer or geometry (same formula, charge and spin): 754.3 kJ/mol
- Gap between HOMO and LUMO: 1.11 eV
- Charge: +3
- Largest force on an atom: 0.1016 hartree/bohr

Positions of all 65 atoms, in Å:
Zr  25.060  12.490  -13.406
C  22.721  18.686  -10.481
C  22.720  17.261  -9.852
O  23.417  16.441  -10.667
H  22.321  18.666  -11.494
H  23.715  19.124  -10.382
H  22.035  19.367  -9.977
H  21.732  16.843  -9.660
H  23.205  17.250  -8.876
C  17.993  24.551  -16.282
C  18.583  23.218  -16.694
O  17.835  22.117  -16.193
C  18.196  20.887  -16.531
O  19.203  20.617  -17.169
C  17.282  19.822  -15.854
F  16.873  18.973  -16.802
F  18.095  19.121  -15.044
F  16.242  20.321  -15.182
H  18.178  24.842  -15.248
H  16.925  24.653  -16.474
H  18.517  25.361  -16.790
H  19.648  23.232  -16.461
H  18.645  23.116  -17.778
C  27.705  24.174  -6.766
C  26.919  24.297  -8.140
O  27.761  24.179  -9.271
C  27.190  24.371  -10.485
O  25.963  24.628  -10.626
C  28.115  23.940  -11.597
F  28.021  24.780  -12.657
F  29.370  23.939  -11.166
F  27.857  22.746  -12.003
H  28.512  24.875  -6.552
H  28.219  23.215  -6.822
H  27.070  24.326  -5.893
H  26.420  25.266  -8.157
H  26.225  23.464  -8.253
C  18.402  25.301  -9.763
C  19.008  26.467  -8.954
O  20.163  27.205  -9.529
C  19.907  28.212  -10.370
O  18.830  28.539  -10.842
C  21.184  28.955  -10.836
F  22.157  28.577  -10.016
F  21.513  28.579  -12.105
F  20.983  30.252  -10.735
H  17.473  24.969  -9.298
H  19.081  24.526  -10.117
H  18.017  25.763  -10.671
H  19.431  26.031  -8.049
H  18.312  27.230  -8.604
C  16.616  14.931  -4.604
C  16.793  15.644  -5.950
O  15.519  16.047  -6.522
C  14.650  15.330  -7.264
O  14.843  14.131  -7.438
C  13.314  16.064  -7.768
F  12.291  15.287  -7.462
F  13.195  17.295  -7.126
F  13.341  16.156  -9.134
H  17.662  14.846  -4.310
H  16.268  13.899  -4.559
H  16.154  15.418  -3.745
H  17.303  15.023  -6.686
H  17.327  16.581  -5.791

5.
DFT (ωB97M-V/def2-TZVPD) results for a molecular structure, C17H39IrO2P3.

Computed properties:
- Energy: -53012.3953 eV
- Energy relative to the best compared isomer or geometry (same formula, charge and spin): 154.3 kJ/mol
- Gap between HOMO and LUMO (alpha / beta): 6.28 / 4.99 eV
- 2S+1: 6
- Charge: +4
- Largest force on an atom: 0.0845 hartree/bohr

Positions of all 62 atoms, in Å:
Ir  -1.051  0.438  1.869
P  -1.753  1.761  0.173
P  -2.973  -0.104  2.701
P  2.732  1.043  -2.822
H  -1.592  -2.291  1.940
C  -0.739  -1.618  1.703
C  0.029  -0.998  2.753
H  -0.405  -0.971  3.790
C  -2.279  0.808  -1.329
C  -3.145  2.893  0.508
C  -0.570  2.901  -0.642
C  -3.359  -1.415  3.894
C  -3.403  1.444  3.537
C  -4.215  -0.377  1.325
C  4.148  0.128  -3.262
C  2.874  2.389  -1.712
C  1.411  1.281  -4.034
H  -0.187  -1.874  0.767
H  1.113  -1.142  2.700
H  -3.144  1.321  -1.798
H  -2.554  -0.225  -1.043
H  -1.429  0.784  -2.043
H  -3.387  3.462  -0.387
H  -2.871  3.597  1.290
H  -4.049  2.387  0.828
H  -0.173  2.466  -1.568
H  0.270  3.144  0.016
H  -1.065  3.843  -0.922
H  -4.437  -1.432  4.066
H  -2.826  -1.240  4.826
H  -3.057  -2.389  3.509
H  -4.422  1.724  3.301
H  -2.723  2.239  3.233
H  -3.308  1.283  4.608
H  -5.060  -0.899  1.796
H  -3.739  -1.013  0.557
H  -4.523  0.591  0.904
H  4.746  0.584  -4.040
H  3.859  -0.876  -3.588
H  4.773  -0.009  -2.381
H  3.910  2.711  -1.602
H  2.529  2.109  -0.696
H  2.308  3.286  -1.989
H  1.812  1.244  -5.076
H  0.871  2.258  -3.908
H  0.644  0.476  -3.934
C  2.614  -1.907  -0.694
C  1.957  -2.541  -1.791
C  2.297  -3.866  -2.071
C  3.131  -4.593  -1.211
C  3.576  -4.020  -0.020
C  3.268  -2.695  0.283
O  2.834  -0.589  -0.851
H  2.340  -0.013  -1.779
H  1.261  -1.938  -2.413
H  1.885  -4.316  -2.969
H  3.452  -5.591  -1.499
H  4.163  -4.618  0.683
H  3.568  -2.222  1.206
O  1.046  1.260  1.754
H  1.527  0.933  0.971
H  1.489  0.994  2.587